## 1
{
  "formula": "C5H8O2S",
  "method": "the ωB97M-V functional and the def2-TZVPD basis",
  "homo_lumo_gap_ev": 8.595,
  "smiles": "C/C=C(/OC)C(O)=S",
  "e_lumo_ev": -0.04,
  "total_charge": 0,
  "symbols": ["C", "C", "C", "C", "C", "H", "H", "H", "H", "H", "H", "H", "H", "O", "O", "S"],
  "coordinates": [[-2.109, -0.588, 0.664], [-0.030, -0.131, -0.348], [0.334, 1.150, -0.315], [1.710, 1.723, -0.157], [0.845, -1.341, -0.269], [-3.095, -0.848, 0.382], [-1.649, -1.340, 1.329], [-2.140, 0.321, 1.262], [-0.534, 1.830, -0.334], [2.038, 1.575, 0.867], [2.451, 1.238, -0.799], [1.707, 2.845, -0.421], [-0.730, -2.158, -0.935], [-1.376, -0.429, -0.554], [0.191, -2.430, -0.634], [2.387, -1.417, 0.263]]
}


## 2
{
  "formula": "C5H8O2S",
  "method": "the ωB97M-V functional and the def2-TZVPD basis",
  "homo_lumo_gap_ev": 8.893,
  "e_lumo_ev": -0.27,
  "total_charge": 0,
  "symbols": ["C", "C", "C", "C", "C", "H", "H", "H", "H", "H", "H", "H", "H", "O", "O", "S"],
  "coordinates": [[0.618, 1.034, -0.635], [0.514, -0.404, -0.040], [-0.519, -0.084, 1.107], [-1.770, -0.670, 0.210], [1.890, -0.880, 0.295], [-0.772, 1.399, -2.008], [1.329, 1.749, -0.020], [1.169, 1.141, -1.577], [-0.231, -0.582, 2.010], [-0.724, 1.034, 1.198], [-2.619, -0.078, -0.311], [-2.332, -1.340, 0.985], [1.785, -1.666, 0.978], [-0.654, 1.550, -0.706], [2.921, -0.572, -0.446], [-0.606, -1.629, -1.042]]
}


## 3
{
  "formula": "C5H8O2S",
  "method": "the ωB97M-V functional and the def2-TZVPD basis",
  "homo_lumo_gap_ev": 8.643,
  "smiles": "CS/C=C(/C)C(=O)O",
  "e_lumo_ev": -0.15,
  "total_charge": 0,
  "symbols": ["C", "C", "C", "C", "C", "H", "H", "H", "H", "H", "H", "H", "H", "O", "O", "S"],
  "coordinates": [[3.349, 0.405, -0.027], [0.419, 0.716, 0.047], [-0.926, 0.727, -0.047], [-1.886, 1.981, 0.175], [-1.693, -0.507, 0.040], [3.756, 1.023, 0.740], [3.769, 1.178, -0.882], [4.000, -0.490, -0.341], [0.697, 1.595, 0.208], [-1.318, 2.973, -0.229], [-2.675, 1.730, -0.640], [-2.016, 1.965, 1.308], [-1.360, -2.401, 0.106], [-0.695, -1.597, 0.521], [-2.860, -0.816, -0.481], [1.751, -0.512, -0.108]]
}


Relative energies in kJ/mol: 1 0.0; 2 376.0; 3 284.2


## 1
{
  "formula": "C4H8N2",
  "method": "the ωB97M-V functional and the def2-TZVPD basis",
  "homo_lumo_gap_ev": [9.481, 9.480],
  "smiles": "C[N+]1=CC[NH+]=C1",
  "e_lumo_ev": [-12.25, -12.25],
  "total_charge": 2,
  "symbols": ["C", "C", "C", "C", "N", "N", "H", "H", "H", "H", "H", "H", "H", "H"],
  "coordinates": [[0.538, -0.137, -1.114], [-0.600, 0.547, 0.779], [-0.460, 0.827, -1.447], [0.936, -1.329, 1.258], [-1.175, 1.151, -0.192], [0.434, -0.192, 0.448], [1.286, -0.623, -1.696], [-1.026, 0.675, 1.789], [0.170, 1.724, -1.705], [-1.128, 0.571, -2.295], [0.901, -2.082, 0.509], [0.331, -1.596, 2.130], [1.933, -1.057, 1.614], [-2.140, 1.521, -0.077]]
}


## 2
{
  "formula": "C4H8N2",
  "method": "the ωB97M-V functional and the def2-TZVPD basis",
  "homo_lumo_gap_ev": 8.739,
  "e_lumo_ev": -12.51,
  "total_charge": 2,
  "symbols": ["C", "C", "C", "C", "N", "N", "H", "H", "H", "H", "H", "H", "H", "H"],
  "coordinates": [[-0.599, 2.857, 0.416], [-0.309, -0.561, -0.562], [-1.448, -0.599, -1.298], [1.533, -0.219, 0.992], [-0.381, 1.714, 0.386], [0.704, -0.892, 0.070], [-0.851, 3.834, 0.284], [-1.533, -1.402, -2.041], [-1.396, 0.330, -1.826], [-2.429, -0.724, -0.685], [2.488, -0.006, 0.511], [1.565, -0.754, 1.946], [0.909, 0.779, 1.309], [1.131, -1.714, -0.326]]
}


Relative energies in kJ/mol: 1 0.0; 2 270.1


## 1
{
  "formula": "FHN2O3",
  "method": "the ωB97M-V functional and the def2-TZVPD basis",
  "homo_lumo_gap_ev": [7.374, 7.398],
  "e_lumo_ev": [-3.05, -3.04],
  "total_charge": 0,
  "symbols": ["N", "N", "O", "O", "O", "F", "H"],
  "coordinates": [[0.980, 0.486, -0.048], [-0.552, 0.137, -0.635], [0.907, 1.163, 0.883], [1.737, 0.139, -0.832], [-1.309, 0.043, 0.358], [0.530, -1.873, 0.154], [-2.292, -0.094, 0.121]]
}


## 2
{
  "formula": "FHN2O3",
  "method": "the ωB97M-V functional and the def2-TZVPD basis",
  "homo_lumo_gap_ev": 9.132,
  "smiles": "O=N[N@+]([O-])(O)F",
  "e_lumo_ev": -1.33,
  "total_charge": 0,
  "symbols": ["N", "N", "O", "O", "O", "F", "H"],
  "coordinates": [[1.283, 0.555, 0.758], [-0.062, -0.166, -0.116], [-1.111, 0.549, 0.441], [0.120, -0.138, -1.295], [1.946, 0.818, -0.091], [-0.340, -1.675, 0.331], [-1.835, 0.057, -0.028]]
}


Relative energies in kJ/mol: 1 242.4; 2 0.0


## 1
{
  "formula": "C6H8N2O",
  "method": "the ωB97M-V functional and the def2-TZVPD basis",
  "homo_lumo_gap_ev": 7.681,
  "e_lumo_ev": -0.32,
  "total_charge": 0,
  "symbols": ["C", "C", "C", "C", "C", "C", "N", "N", "O", "H", "H", "H", "H", "H", "H", "H", "H"],
  "coordinates": [[-0.279, 1.934, -0.289], [2.522, -0.189, -0.061], [-1.857, -1.699, -0.113], [-1.192, 0.953, 0.346], [1.108, 0.093, 0.310], [-0.774, -0.701, 0.106], [0.343, -1.038, 0.629], [0.723, 1.322, 0.583], [-2.332, 1.155, 0.702], [-0.121, 1.912, -1.366], [-0.469, 2.950, 0.069], [2.827, -1.184, 0.260], [2.671, -0.136, -1.138], [3.201, 0.482, 0.464], [-1.914, -2.397, 0.723], [-2.812, -1.184, -0.210], [-1.645, -2.274, -1.015]]
}


## 2
{
  "formula": "C6H8N2O",
  "method": "the ωB97M-V functional and the def2-TZVPD basis",
  "homo_lumo_gap_ev": 9.607,
  "smiles": "C1=NN2C[C@@H]2C[C@H]2O[C@H]12",
  "e_lumo_ev": 1.07,
  "total_charge": 0,
  "symbols": ["C", "C", "C", "C", "C", "C", "H", "H", "H", "H", "H", "H", "H", "H", "N", "N", "O"],
  "coordinates": [[-0.334, 1.293, 0.636], [0.595, 1.011, -0.582], [1.963, 0.500, -0.359], [-0.514, -2.025, -0.344], [-1.414, -0.790, -0.194], [-1.120, -0.018, 0.997], [0.191, 1.609, 1.557], [-1.066, 2.075, 0.333], [0.442, 1.702, -1.443], [2.210, 0.264, 0.675], [2.906, 0.755, -0.983], [-0.890, -3.073, -0.296], [-1.402, -0.264, -1.171], [-0.811, -0.538, 1.877], [1.005, -0.410, -0.864], [0.702, -1.732, -0.491], [-2.462, -0.357, 0.651]]
}


Relative energies in kJ/mol: 1 0.0; 2 132.3


## 1
{
  "formula": "C6H8N2O",
  "method": "the ωB97M-V functional and the def2-TZVPD basis",
  "homo_lumo_gap_ev": 9.403,
  "smiles": "[H]/N=C(/C)[C@H](C)C(=O)C#N",
  "e_lumo_ev": -0.68,
  "total_charge": 0,
  "symbols": ["C", "C", "C", "C", "C", "C", "N", "N", "O", "H", "H", "H", "H", "H", "H", "H", "H"],
  "coordinates": [[-1.724, -1.496, -1.271], [-0.562, -0.640, -1.415], [-0.176, 0.888, 0.431], [-0.618, 0.882, 1.855], [1.721, -0.519, -0.388], [0.211, -0.502, -0.132], [-2.615, -2.196, -1.103], [-0.116, 1.958, -0.208], [-0.295, -0.043, -2.431], [0.153, 0.442, 2.485], [-1.522, 0.284, 1.959], [-0.818, 1.899, 2.179], [1.980, 0.203, -1.159], [2.260, -0.269, 0.522], [2.033, -1.508, -0.720], [-0.071, -1.280, 0.582], [0.159, 1.898, -1.186]]
}


## 2
{
  "formula": "C6H8N2O",
  "method": "the ωB97M-V functional and the def2-TZVPD basis",
  "homo_lumo_gap_ev": 8.112,
  "smiles": "CC(=O)Nc1ccc[nH]1",
  "e_lumo_ev": 0.37,
  "total_charge": 0,
  "symbols": ["C", "C", "C", "C", "C", "C", "H", "H", "H", "H", "H", "H", "H", "H", "N", "N", "O"],
  "coordinates": [[1.559, 2.624, -0.801], [1.230, 1.395, 0.069], [-0.523, -0.461, 0.024], [-0.313, -1.198, 1.223], [-0.928, -2.403, 1.084], [-1.502, -2.420, -0.171], [0.964, 3.548, -0.535], [1.535, 2.053, -2.003], [2.784, 2.778, -0.559], [-0.960, 1.552, 0.279], [0.175, -0.860, 1.884], [-0.870, -3.012, 1.804], [-1.989, -3.380, -0.752], [-1.485, -1.007, -1.527], [-0.140, 0.879, -0.344], [-1.262, -1.164, -0.775], [1.727, 1.077, 1.100]]
}


## 3
{
  "formula": "C6H8N2O",
  "method": "the ωB97M-V functional and the def2-TZVPD basis",
  "homo_lumo_gap_ev": 9.583,
  "smiles": "CC(=O)c1nccn1C",
  "e_lumo_ev": 0.49,
  "total_charge": 0,
  "symbols": ["C", "C", "C", "C", "C", "C", "H", "H", "H", "H", "H", "H", "H", "H", "N", "N", "O"],
  "coordinates": [[1.161, -0.395, -1.905], [1.554, 0.533, -0.707], [0.524, 0.536, 0.422], [-0.047, 0.844, 2.428], [-1.057, 0.179, 1.807], [-1.467, -0.677, -0.472], [1.059, -1.501, -1.383], [2.015, -0.308, -2.504], [0.331, 0.151, -2.520], [-0.058, 1.217, 3.444], [-1.984, -0.113, 2.244], [-1.519, 0.035, -1.472], [-1.076, -1.805, -0.918], [-2.383, -0.826, 0.112], [1.006, 1.001, 1.597], [-0.637, -0.067, 0.523], [2.576, 1.197, -0.697]]
}


Relative energies in kJ/mol: 1 0.0; 2 484.4; 3 102.4


## 1
{
  "formula": "C6H8O2",
  "method": "the ωB97M-V functional and the def2-TZVPD basis",
  "homo_lumo_gap_ev": [8.475, 8.475],
  "e_lumo_ev": [0.23, 0.23],
  "total_charge": 0,
  "symbols": ["C", "C", "C", "C", "C", "C", "O", "O", "H", "H", "H", "H", "H", "H", "H", "H"],
  "coordinates": [[0.004, 1.792, 0.608], [-2.034, -0.987, 0.241], [1.580, -0.341, -0.587], [0.151, 0.491, -0.073], [-0.632, -0.641, -0.084], [0.560, -1.353, -0.098], [2.452, 0.079, 0.221], [1.766, -0.309, -1.970], [2.551, 0.242, -2.095], [0.813, -2.148, 0.603], [-0.779, 1.817, 1.370], [0.964, 2.034, 1.070], [-0.188, 2.567, -0.139], [-2.605, -1.116, -0.682], [-2.515, -0.200, 0.824], [-2.088, -1.928, 0.791]]
}


## 2
{
  "formula": "C6H8O2",
  "method": "the ωB97M-V functional and the def2-TZVPD basis",
  "homo_lumo_gap_ev": 8.837,
  "e_lumo_ev": -0.08,
  "total_charge": 0,
  "symbols": ["C", "C", "C", "C", "C", "C", "H", "H", "H", "H", "H", "H", "H", "H", "O", "O"],
  "coordinates": [[1.620, -1.367, 0.235], [0.660, -0.371, -0.077], [1.184, 0.991, -0.593], [0.456, 2.074, -0.008], [-0.655, -0.696, 0.355], [-1.969, 0.052, -0.036], [1.144, -2.496, -0.339], [2.693, -1.046, -0.550], [2.089, -1.327, 1.327], [2.012, 0.881, -1.253], [0.841, 3.096, -0.106], [-0.401, 1.782, 0.684], [-0.788, -1.693, 0.696], [-3.683, -0.227, -0.226], [-3.011, -0.871, -0.567], [-2.192, 1.219, 0.459]]
}


## 3
{
  "formula": "C6H8O2",
  "method": "the ωB97M-V functional and the def2-TZVPD basis",
  "homo_lumo_gap_ev": 10.416,
  "smiles": "C1[C@H]2OC3(CC3)O[C@H]12",
  "e_lumo_ev": 0.99,
  "total_charge": 0,
  "symbols": ["C", "C", "C", "C", "C", "C", "H", "H", "H", "H", "H", "H", "H", "H", "O", "O"],
  "coordinates": [[-1.552, 0.306, 1.567], [-0.296, -0.028, 2.259], [-0.450, -0.098, 0.697], [0.916, 0.412, -0.910], [1.349, -0.231, -2.256], [0.133, -0.531, -1.438], [-1.917, 1.308, 1.178], [-2.450, -0.178, 1.618], [-0.528, -1.077, 2.467], [0.476, 0.577, 3.007], [1.667, 0.163, -0.309], [2.383, -0.459, -2.190], [1.492, 0.075, -3.493], [-0.778, -0.006, -1.801], [-0.108, 1.166, -0.119], [-0.337, -1.398, -0.277]]
}


Relative energies in kJ/mol: 1 0.0; 2 123.0; 3 571.3